Version i
# C6H14P

A 2-piece molecular cluster, C6H14P overall (the ωB97M-V functional and the def2-TZVPD basis, the OMol25 dataset).

Structure (XYZ):
```
21
Properties=species:S:1:pos:R:3
H 4.279 -0.821 -0.591
P -1.100 0.154 -0.281
H 1.810 1.606 -0.787
H -0.472 -2.064 0.919
H -2.844 0.511 1.376
C -1.927 0.999 1.175
H 4.148 0.773 0.098
H -2.311 0.123 -2.403
H -1.221 1.042 2.006
C -2.369 0.752 -1.495
H 1.973 -1.134 0.920
C 1.675 0.587 -0.354
H -0.905 -2.297 -0.826
H -2.090 -1.968 0.367
H -2.321 1.828 -1.718
C 2.303 -0.350 0.301
C 3.791 -0.328 0.270
H -3.410 0.638 -1.201
C -1.121 -1.686 0.057
H -2.157 1.998 0.910
H 4.268 -0.362 1.256
```

LUMO, eV: -5.25
Total charge: +1
Frontier orbital gap, eV: 8.4

Löwdin charges, unit e, in atom order: H 0.104; P 0.971; H 0.091; H 0.077; H 0.040; C -0.232; H 0.116; H 0.051; H 0.048; C -0.255; H 0.094; C 0.135; H 0.052; H 0.022; H 0.062; C -0.227; C -0.091; H 0.056; C -0.242; H 0.032; H 0.093

---

Version ii
# C6H14P

An isolated ion of composition C6H14P and charge +1 (the ωB97M-V functional and the def2-TZVPD basis, the OMol25 dataset).

Structure (XYZ):
```
21
Properties=species:S:1:pos:R:3
C 0.570 -0.348 1.166
C 0.573 0.891 1.917
P 0.002 -0.427 -1.469
H -0.179 1.695 -2.572
H 2.383 -0.788 0.416
H 2.348 -0.929 2.072
H 0.810 1.813 -0.967
C 1.806 -1.100 1.250
H -0.494 -1.962 0.468
H 1.552 1.151 2.103
H -0.984 1.891 -0.857
H 1.579 -2.130 1.264
C -0.118 1.428 -1.447
H -2.465 -0.943 -1.374
H 0.047 0.572 2.800
H -1.752 -0.378 -3.047
H -0.032 1.737 1.497
H -1.598 -2.030 -2.346
C -1.668 -0.932 -2.051
C -0.439 -0.865 0.455
H -1.367 -0.576 0.615
```

LUMO, eV: -5.23
Total charge: +1
Frontier orbital gap, eV: 8.4

Löwdin charges, unit e, in atom order: C -0.344; C 0.024; P 0.977; H 0.078; H 0.119; H 0.070; H 0.035; C 0.009; H 0.135; H 0.079; H 0.074; H 0.106; C -0.314; H 0.020; H 0.137; H 0.077; H 0.128; H 0.069; C -0.300; C -0.235; H 0.056

---

Of them, version ii has the highest stability.

---

Version i
# C3H9O3

A 2-piece molecular cluster, C3H9O3 overall (the ωB97M-V functional and the def2-TZVPD basis, the OMol25 dataset).

Structure (XYZ):
```
15
Properties=species:S:1:pos:R:3
O 0.113 -1.067 0.008
H 0.823 2.486 1.575
H 0.897 -2.225 -2.651
H 0.047 -0.024 -1.749
C 0.334 1.545 1.301
C 0.082 1.442 -0.187
O -0.917 1.361 2.057
O 0.669 -2.874 -1.983
H -0.708 2.149 -0.466
C -0.300 -0.021 -0.697
H -1.221 0.717 1.395
H -1.429 0.107 -0.797
H 1.006 1.620 -0.750
H 1.026 0.734 1.559
H 0.809 -2.484 -1.095
```

LUMO, eV: 4.20
Total charge: -1
Frontier orbital gap, eV: 7.3

Löwdin charges, unit e, in atom order: O -0.309; H 0.094; H -0.001; H 0.069; C -0.288; C -0.213; O -0.109; O -0.118; H 0.094; C -0.537; H 0.052; H 0.080; H 0.090; H 0.097; H -0.002

---

Version ii
# C3H9O3

A 2-piece molecular cluster, C3H9O3 overall (the ωB97M-V functional and the def2-TZVPD basis, the OMol25 dataset).

Structure (XYZ):
```
15
Properties=species:S:1:pos:R:3
O -1.186 2.037 -0.506
C 0.080 -0.851 1.563
C -1.070 0.732 -0.282
H -2.120 0.272 -0.027
O 1.626 -0.222 -2.060
H -0.582 0.358 -1.327
H 0.836 -0.906 2.323
H 1.076 0.647 0.395
H 0.639 -2.495 0.941
C 0.135 0.517 0.811
H -0.114 1.281 1.547
H 1.457 0.691 -1.951
O 0.049 -1.905 0.680
H 0.932 -0.674 -1.541
H -0.903 -0.836 2.172
```

LUMO, eV: 3.57
Total charge: -1
Frontier orbital gap, eV: 5.6

Löwdin charges, unit e, in atom order: O -0.400; C -0.318; C -0.525; H 0.097; O -0.090; H 0.080; H 0.086; H 0.050; H 0.001; C -0.171; H 0.085; H 0.000; O -0.022; H 0.009; H 0.119

---

Of them, version i has the highest stability.

---

Version i
# C17H22N2O4S

C17H22N2O4S as an isolated structure (the ωB97M-V functional and the def2-TZVPD basis, the OMol25 dataset).

Structure (XYZ):
```
46
Properties=species:S:1:pos:R:3
H -7.127 0.380 -1.766
H -2.222 -0.945 0.027
C -2.181 0.995 0.454
H -0.650 0.531 -2.480
H 6.635 -2.306 -0.523
O 4.708 1.800 -0.204
H -3.961 0.632 2.291
S -0.459 -1.426 -1.064
C 2.448 0.568 -0.132
N -2.566 -0.321 0.551
C 0.443 -0.680 0.311
H -0.838 2.339 -0.944
H -5.863 1.119 0.534
C -1.166 0.109 -1.865
C 1.995 -0.948 0.261
C 4.113 2.944 -0.046
N 0.228 0.791 -0.075
H -2.158 0.071 -2.022
H -4.775 -1.686 0.388
H -5.646 -1.198 1.676
H 4.976 3.514 0.128
H -7.322 -0.701 -0.296
C -0.990 1.128 -0.737
H 3.453 3.219 -0.725
C -3.672 -0.386 1.545
H 6.806 -2.070 1.208
C 1.493 1.376 -0.326
H -3.464 -1.017 2.376
H 3.614 3.026 1.039
C -4.776 -0.796 0.774
C -5.303 0.113 -0.223
H -4.762 0.322 -0.902
O 1.408 2.729 -0.786
H 7.939 -0.988 0.047
C 4.073 -1.849 0.169
O -2.632 1.978 1.065
O 6.127 -0.402 0.031
C 2.625 -1.959 0.500
C -6.616 -0.413 -0.889
C 3.963 0.405 -0.156
H 2.155 -2.829 0.716
C 4.722 -0.525 0.137
H 0.119 -0.893 1.082
C 6.900 -1.726 0.162
H 4.669 -2.559 0.167
H -6.462 -1.467 -1.482
```

LUMO, eV: -1.67
Frontier orbital gap, eV: 7.2

Löwdin charges, unit e, in atom order: H 0.147; H -0.065; C -0.356; H -0.013; H -0.014; O -0.081; H 0.214; S 0.995; C 0.058; N 0.089; C -0.347; H 0.216; H 0.221; C -0.262; C -0.115; C -0.191; N -0.034; H 0.055; H 0.049; H 0.206; H 0.088; H -0.038; C -0.207; H 0.022; C -0.203; H 0.100; C -0.291; H 0.094; H 0.148; C -0.313; C -0.228; H -0.022; O -0.108; H 0.190; C 0.164; O 0.030; O -0.097; C -0.026; C -0.119; C 0.024; H 0.104; C -0.218; H -0.015; C 0.028; H 0.009; H 0.114

---

Version ii
# C17H22N2O4S

An isolated molecule of C17H22N2O4S (the ωB97M-V functional and the def2-TZVPD basis, the OMol25 dataset).

Structure (XYZ):
```
46
Properties=species:S:1:pos:R:3
H -4.242 4.284 -4.081
H 0.796 0.530 5.927
O -1.431 -1.241 -1.326
C -0.425 3.250 -2.786
C -2.316 1.323 -2.184
H 0.305 4.009 -3.023
H 0.657 -0.305 2.233
O 0.793 -2.262 1.762
H 1.876 -0.580 5.077
C -4.563 4.031 -3.066
O -4.075 2.773 -2.667
C -0.218 -1.004 4.804
H -1.157 -0.465 4.690
C -1.384 -3.551 -0.491
H 2.695 -2.449 -1.202
N 1.351 0.343 2.585
C -0.009 2.001 -2.379
H -0.061 -1.622 3.923
H -1.029 -4.410 -1.058
O 3.593 0.692 2.670
C 0.619 -1.972 -1.051
H 1.037 1.756 -2.290
C -1.774 3.554 -2.897
C 1.055 0.977 3.849
C 2.711 -0.638 0.879
H -2.456 -3.446 -0.629
C 1.806 -2.739 -0.651
H 1.870 1.676 4.051
H -1.174 -3.724 0.564
H -4.250 4.822 -2.376
C -2.729 2.588 -2.595
S 2.135 -2.373 1.167
H 1.634 -3.811 -0.717
C -0.534 -0.282 -1.639
H -5.649 3.946 -3.044
C -0.704 -2.313 -0.938
H 2.089 -0.206 0.093
N 0.698 -0.677 -1.484
C 2.617 0.189 2.151
H -0.303 -1.662 5.665
H -2.065 4.542 -3.218
C -0.964 1.028 -2.075
H -3.063 0.582 -1.951
H 3.749 -0.703 0.561
H 0.120 1.534 3.741
C 0.938 -0.028 4.999
```

LUMO, eV: 0.54
Frontier orbital gap, eV: 8.8

Löwdin charges, unit e, in atom order: H 0.096; H 0.104; O 0.136; C -0.070; C 0.065; H 0.107; H 0.103; O -0.537; H 0.111; C -0.089; O -0.080; C -0.106; H 0.073; C 0.009; H 0.097; N 0.058; C -0.030; H 0.043; H 0.089; O 0.058; C -0.312; H 0.109; C -0.021; C -0.189; C -0.215; H 0.089; C -0.226; H 0.117; H 0.082; H 0.096; C -0.266; S 0.975; H 0.091; C -0.271; H 0.093; C -0.240; H 0.075; N 0.179; C -0.554; H 0.069; H 0.102; C -0.138; H 0.129; H 0.101; H 0.120; C -0.232

---

Of them, version ii has the highest stability.

---

Version i
# C23H30N2O3S

An isolated molecule of C23H30N2O3S (the ωB97M-V functional and the def2-TZVPD basis, the OMol25 dataset).

Structure (XYZ):
```
59
Properties=species:S:1:pos:R:3
H -0.807 2.409 -4.580
C -3.912 -2.789 -1.645
H -4.942 -0.902 -1.786
N -1.593 -2.147 -1.841
H -5.464 -1.922 -0.436
H 5.125 0.288 0.459
H 2.691 -0.100 0.135
H -0.459 -2.056 -3.534
H -3.580 0.938 -1.271
C -0.127 2.577 -2.557
H 5.176 0.284 2.934
C -1.811 0.428 1.546
H 1.748 -2.063 -2.308
H -4.633 -3.300 -2.284
H -1.946 2.076 0.217
H 0.749 -3.475 -1.944
C -3.216 0.442 -0.383
C 4.950 1.211 2.403
H 1.873 1.847 3.855
H 0.370 -0.007 -0.452
H -1.895 -1.297 2.789
H 0.854 -0.588 2.594
O -2.819 -2.285 -3.728
H 4.226 1.807 0.467
H -0.935 -0.048 -4.522
H 3.259 -0.842 1.637
O -0.292 2.515 2.097
H 4.324 2.231 4.200
C -2.265 -0.832 1.889
C -3.661 -0.839 -0.079
H -3.565 -2.438 1.348
C 2.617 1.257 3.316
C -0.265 -0.205 -2.499
C 0.828 -2.395 -1.836
C 3.933 2.020 3.203
H -0.068 3.655 -2.580
S -0.510 1.164 2.519
C -4.594 -1.572 -0.998
O -0.761 0.902 3.910
C 0.127 0.505 -1.371
H 1.851 1.859 1.399
C 0.203 1.887 -1.403
C -3.197 -1.458 1.082
C 3.086 0.111 1.130
H -1.607 -2.112 -0.833
C -0.539 1.878 -3.679
C -0.607 0.496 -3.649
C 4.399 0.881 1.019
H 2.776 0.326 3.869
H 5.880 1.775 2.306
H 0.874 -2.155 -0.776
N 0.793 0.225 1.997
H 0.506 2.423 -0.516
H -3.568 -3.482 -0.876
C -0.367 -1.716 -2.497
C -2.298 1.081 0.432
C 2.070 0.927 1.927
H 3.752 2.974 2.704
C -2.737 -2.373 -2.522
```

LUMO, eV: 0.50
Frontier orbital gap, eV: 9.6

Löwdin charges, unit e, in atom order: H 0.102; C -0.092; H 0.122; N 0.119; H 0.122; H 0.111; H 0.101; H 0.143; H 0.126; C -0.083; H 0.113; C -0.280; H 0.088; H 0.121; H 0.109; H 0.081; C -0.005; C -0.208; H 0.108; H 0.081; H 0.115; H 0.113; O 0.067; H 0.117; H 0.114; H 0.122; O -0.279; H 0.111; C -0.053; C -0.239; H 0.121; C -0.155; C -0.174; C -0.034; C -0.192; H 0.102; S 0.657; C -0.132; O -0.287; C -0.054; H 0.130; C -0.088; C -0.036; C -0.152; H 0.129; C -0.078; C -0.027; C -0.194; H 0.127; H 0.108; H 0.066; N -0.086; H 0.094; H 0.113; C -0.308; C -0.052; C -0.395; H 0.119; C -0.492

---

Version ii
# C23H30N2O3S

An isolated molecule of C23H30N2O3S (the ωB97M-V functional and the def2-TZVPD basis, the OMol25 dataset).

Structure (XYZ):
```
59
Properties=species:S:1:pos:R:3
C 3.314 -0.764 0.501
C -1.228 -1.217 -5.994
H -4.975 0.777 -2.894
H -3.244 -1.420 2.222
N -2.826 -0.325 0.504
H 4.782 0.719 0.016
C -3.907 0.716 -2.903
H -0.912 -0.874 3.070
S 0.053 -0.918 -4.751
H -1.369 -1.760 0.788
O 1.590 -1.769 3.373
H 0.327 1.066 -3.489
C 3.612 0.182 -1.692
H 0.445 -0.383 5.040
N 2.825 0.009 2.783
C -0.564 0.184 1.242
C -3.039 0.899 -3.997
C -1.016 0.153 2.704
C -3.320 -0.387 1.865
H 4.718 -0.528 2.113
C 3.086 1.421 2.675
H 1.122 -2.092 -1.710
H 4.137 0.856 -2.353
C 1.799 -0.571 3.451
H -2.205 -1.201 -5.520
H -0.785 1.569 4.323
H -1.163 -0.461 -6.772
H 2.312 -0.569 -3.222
H 2.583 1.980 3.457
H 4.161 1.594 2.765
H -2.867 0.461 3.787
C 3.972 0.107 -0.357
O -1.814 0.446 -2.193
H -3.313 1.143 -5.003
C -1.771 0.732 -3.509
H -4.369 -0.087 1.853
H -2.624 1.567 2.428
C -1.447 -0.737 0.399
C 2.586 -0.610 -2.178
H -0.473 1.410 -5.055
H -0.640 1.202 0.853
H 2.758 1.802 1.702
C 0.933 0.302 4.344
C -3.116 0.432 -1.817
H -1.117 -0.737 -0.635
C -0.153 1.073 3.583
H 3.549 -1.862 2.323
O -4.776 0.545 -0.208
C 1.919 -1.474 -1.326
H 1.548 0.990 4.928
H 0.473 -0.141 1.155
C -2.497 0.536 2.764
H 1.774 -2.232 0.675
H 0.295 1.851 2.963
C -0.457 0.761 -4.181
C 3.680 -0.840 1.961
C -3.617 0.225 -0.443
H -1.031 -2.199 -6.412
C 2.281 -1.551 0.007
```

LUMO, eV: 0.64
Frontier orbital gap, eV: 9.1

Löwdin charges, unit e, in atom order: C -0.209; C -0.400; H 0.120; H 0.133; N -0.036; H 0.110; C 0.023; H 0.142; S 0.807; H 0.138; O 0.048; H 0.075; C -0.078; H 0.126; N -0.086; C -0.117; C -0.017; C -0.323; C -0.131; H 0.127; C -0.039; H 0.100; H 0.103; C -0.474; H 0.025; H 0.114; H 0.037; H 0.055; H 0.079; H 0.095; H 0.119; C -0.050; O 0.061; H 0.115; C -0.346; H 0.119; H 0.130; C -0.129; C -0.100; H 0.089; H 0.132; H 0.095; C -0.101; C -0.152; H 0.108; C -0.150; H 0.126; O 0.053; C -0.075; H 0.110; H 0.092; C -0.131; H 0.116; H 0.107; C -0.377; C -0.105; C -0.387; H 0.029; C -0.045

---

Of them, version i has the highest stability.

---

Version i
# C2H2FLiO

C2H2FLiO as an isolated structure (the ωB97M-V functional and the def2-TZVPD basis, the OMol25 dataset).

Structure (XYZ):
```
7
Properties=species:S:1:pos:R:3
H 0.325 -1.188 0.899
Li 1.972 0.172 0.209
H -1.300 -1.105 -0.033
F -1.110 1.612 -0.195
C -0.401 -0.605 0.327
C -0.080 0.684 -0.064
O 0.594 0.430 -1.143
```

LUMO (spin up / spin down), eV: -1.06 / -0.98
Frontier orbital gap (spin up / spin down), eV: 6.1 / 5.8

Löwdin charges, unit e, in atom order: H 0.029; Li 0.788; H 0.071; F -0.008; C 0.003; C -0.689; O -0.194

---

Version ii
# C2H2FLiO

C2H2FLiO as an isolated structure (the ωB97M-V functional and the def2-TZVPD basis, the OMol25 dataset).

Structure (XYZ):
```
7
Properties=species:S:1:pos:R:3
H -0.144 1.636 0.754
C 0.180 0.132 -0.629
Li -0.802 -1.602 0.861
F -0.358 -1.059 -1.172
H 0.835 0.634 -1.341
C -0.388 0.574 0.570
O 0.677 -0.315 0.957
```

LUMO, eV: -0.40
Frontier orbital gap, eV: 6.5

Löwdin charges, unit e, in atom order: H 0.052; C -0.216; Li 0.748; F -0.090; H 0.139; C -0.349; O -0.283

---

Of them, version ii has the highest stability.